{"formula": "C23H38IN2O16", "method": "ωB97M-V with the def2-TZVPD basis set", "species": ["C", "C", "C", "C", "C", "N", "I", "C", "C", "C", "N", "O", "H", "H", "H", "H", "H", "H", "H", "H", "H", "H", "H", "H", "H", "H", "H", "H", "H", "H", "C", "C", "O", "C", "O", "O", "H", "H", "H", "H", "C", "C", "O", "C", "O", "O", "H", "H", "H", "H", "C", "C", "O", "C", "O", "O", "H", "H", "H", "H", "C", "C", "O", "C", "O", "O", "H", "H", "H", "H", "C", "C", "O", "C", "O", "O", "H", "H", "H", "H"], "xyz": [[-4.201935, 0.105727, -1.490110], [-3.920934, 1.113014, -2.708125], [-2.488683, 1.837660, -2.681816], [-1.346219, 1.060383, -1.874410], [-0.067795, 2.055323, -1.679240], [-0.449941, 3.380463, -1.060418], [-0.270355, 4.804203, -2.602105], [0.443866, 3.824658, 0.079254], [-0.470427, 4.491969, 1.251166], [-1.274833, 3.380271, 2.097926], [-1.043716, 1.935607, 1.981943], [-2.136801, 3.756060, 2.938452], [-5.342207, 0.083849, -1.319504], [-3.742552, 0.445951, -0.488451], [-3.851135, -0.933393, -1.806718], [-4.157851, 0.561721, -3.678143], [-4.708462, 1.952775, -2.628099], [-2.656299, 2.919953, -2.364637], [-2.131872, 1.885190, -3.779828], [-0.964598, 0.173328, -2.488068], [-1.634851, 0.731538, -0.824146], [0.466793, 2.229670, -2.681550], [0.641425, 1.491679, -0.973639], [-1.420657, 3.379770, -0.684819], [1.200692, 4.612937, -0.274140], [0.986372, 2.951792, 0.597688], [0.255232, 5.009132, 1.983364], [-1.150929, 5.289219, 0.807715], [-1.933482, 1.450797, 2.221311], [-0.881317, 1.655480, 0.994050], [0.909823, 0.925416, 4.270646], [1.275657, 0.723463, 5.709813], [1.921026, -0.543975, 5.700297], [2.389535, -0.745376, 4.440828], [3.126906, -1.637410, 4.129601], [1.915063, 0.195770, 3.579108], [0.924099, 1.976237, 3.980140], [-0.066913, 0.502028, 4.023433], [1.980469, 1.476611, 6.073213], [0.403195, 0.710870, 6.364044], [-0.925366, 3.533656, -7.360587], [-1.904620, 3.326459, -8.476115], [-2.535792, 2.102004, -8.123512], [-2.402432, 1.952511, -6.781801], [-2.963176, 1.111716, -6.136238], [-1.550612, 2.879035, -6.261656], [-0.759766, 4.589500, -7.141555], [0.039031, 3.055670, -7.554459], [-2.661770, 4.114398, -8.521034], [-1.418061, 3.247236, -9.448832], [-0.413827, -1.082512, -5.459567], [-0.349731, -2.580505, -5.443471], [0.190630, -2.890387, -6.720331], [0.879718, -1.794791, -7.142563], [1.593727, -1.773613, -8.099581], [0.649564, -0.724269, -6.330553], [-0.266790, -0.648075, -4.469206], [-1.352955, -0.707951, -5.875893], [0.324515, -2.962996, -4.671188], [-1.331289, -3.038814, -5.314852], [3.967279, -2.716363, 7.460330], [3.999496, -4.182151, 7.770776], [4.235643, -4.206527, 9.172382], [3.805090, -3.015838, 9.673054], [3.704108, -2.770565, 10.838966], [3.503860, -2.140406, 8.674055], [3.293899, -2.479771, 6.636533], [4.959599, -2.314511, 7.234878], [3.045156, -4.675210, 7.563798], [4.791850, -4.705194, 7.233560], [1.914429, -4.431994, 3.017453], [0.940096, -4.637321, 1.897310], [0.305761, -5.859846, 2.244212], [0.434316, -6.010495, 3.592640], [-0.128663, -6.846356, 4.234425], [1.286555, -5.084497, 4.113040], [2.081185, -3.376672, 3.237526], [2.878710, -4.911494, 2.825875], [0.183887, -3.847338, 1.849870], [1.431357, -4.716082, 0.926282]], "forces_ev_per_a": [[-0.586, 0.330, -0.330], [-0.915, 0.464, 0.835], [-0.146, -0.940, -1.213], [0.636, 1.637, -0.237], [0.191, -2.916, -0.603], [0.742, 0.094, 0.103], [-0.556, 0.388, 0.047], [0.530, 1.153, 2.637], [1.151, -1.014, -0.279], [-3.019, 0.652, 2.401], [-1.010, 1.643, -1.876], [3.264, -0.989, -3.025], [1.830, -0.201, -0.281], [-0.602, -0.614, -1.597], [-0.405, 1.335, 0.864], [0.723, 0.853, 1.216], [1.218, -1.274, -0.256], [0.344, -1.389, -0.060], [-0.456, 0.120, 1.685], [-0.616, 1.175, 1.082], [0.087, 0.210, -1.481], [-0.844, -0.242, 1.711], [-0.832, 1.175, -0.973], [0.511, -0.163, -0.694], [-1.125, -1.509, 0.427], [-0.789, 1.112, -1.331], [-1.228, -0.788, -1.103], [0.586, -1.132, 0.835], [0.860, 0.643, 0.361], [0.352, 0.213, 0.939], [-0.539, 0.466, -0.141], [-0.256, 0.508, 0.763], [0.213, -0.159, -0.798], [0.561, -0.608, 0.078], [-0.532, 0.670, 0.155], [0.271, -0.392, 0.217], [0.092, -0.170, -0.093], [0.092, 0.031, 0.044], [-0.020, -0.078, -0.033], [0.176, -0.182, 0.011], [0.786, 0.509, -0.084], [-0.048, 0.492, -0.806], [0.116, -0.169, 0.895], [-0.547, -0.606, -0.044], [0.474, 0.568, -0.207], [-0.407, -0.387, 0.015], [-0.084, -0.137, 0.151], [-0.090, -0.019, 0.012], [0.031, -0.074, 0.029], [-0.154, -0.174, 0.089], [-0.544, 0.469, 0.277], [-0.295, -0.604, 0.502], [0.189, 0.571, -0.072], [0.732, -0.253, -1.088], [-0.569, 0.076, 0.783], [0.110, -0.240, -0.109], [0.156, 0.070, -0.140], [0.046, -0.044, 0.069], [-0.006, 0.019, -0.057], [0.136, -0.058, -0.181], [0.029, 0.382, -0.791], [0.016, -0.654, -0.478], [-0.118, 0.538, 0.173], [-0.065, 0.132, 1.125], [0.065, -0.151, -0.889], [0.049, -0.351, 0.357], [0.036, 0.087, 0.204], [-0.032, -0.038, 0.033], [0.042, 0.050, 0.018], [-0.022, -0.022, 0.231], [0.674, 0.615, 0.038], [-0.049, 0.232, -0.655], [0.094, -0.001, 0.406], [-0.537, -0.881, 0.724], [0.425, 0.674, -0.520], [-0.403, -0.280, -0.257], [0.014, -0.267, 0.143], [-0.069, 0.006, -0.009], [0.011, -0.029, 0.040], [-0.140, -0.163, 0.066]], "homo_energy_ha": -0.438, "gap_ha": 0.2200, "charge": 1}